The following is a quantum chemistry calculation of the ion C4H8F2N with charge +1 in a non-equilibrium geometry, from the OMol25 dataset.

XYZ file:
```
15
Properties=species:S:1:pos:R:3:forces:R:3
F 0.1476 -1.8281 0.0805 -1.1628 0.5917 -0.7284
F -3.9006 0.1330 -0.0481 0.5136 0.4334 0.4074
N 0.6635 -0.1221 -1.2898 -0.8325 -2.6211 2.5229
C 0.7210 0.0119 1.2081 -2.5572 1.1667 0.8398
C -2.7678 -0.5055 0.2019 2.0173 -0.6359 -1.1671
C -1.5429 0.1132 0.0236 -0.0533 -3.2042 -0.0341
C -0.0444 -0.4179 0.0272 -2.1390 -3.5046 1.4946
H 0.6926 1.0490 1.2292 0.4198 2.2697 0.2477
H -3.0142 -1.5983 0.3603 0.9330 1.3576 0.1389
H 0.2999 -0.2740 2.1786 -0.7183 -0.2589 -0.6007
H 1.4463 -0.7523 -1.3141 1.9917 0.7156 0.8462
H 0.7273 0.8420 -1.2637 1.0540 2.5474 -1.3465
H 1.6548 -0.3499 1.2763 3.5816 -1.1708 -0.4284
H 0.2271 -0.6099 -2.0201 -2.2858 0.3392 -1.8882
H -1.4325 1.1151 -0.2281 -0.7621 1.9741 -0.3043
```
Positions in Å, forces in eV/Å.

Properties
SMILES string = C[C@@]([NH3+])(F)/C=C/F
HOMO = -0.52913 Eh
Total energy = -11193.5730 eV
LUMO level = -3.78 eV
Total charge = +1
Frontier orbital gap = 10.62 eV